The following is a quantum chemistry calculation of one molecule with the formula C25H22FN3O3S2 in a non-equilibrium geometry, from OMol25.

Geometry (Å):
1 O 3.380 2.789 0.896
2 C 3.386 1.698 0.373
3 C 4.492 0.748 0.401
4 C 5.675 1.065 1.072
5 C 6.699 0.147 1.129
6 C 6.557 -1.100 0.520
7 C 5.399 -1.430 -0.148
8 C 4.353 -0.505 -0.219
9 N 3.221 -0.827 -0.919
10 C 2.255 0.012 -0.946
11 S 0.853 -0.366 -1.949
12 C 0.841 -2.197 -1.761
13 C 0.144 -2.544 -0.487
14 C 0.845 -2.566 0.715
15 C 0.190 -2.812 1.908
16 C -1.172 -3.056 1.924
17 C -1.854 -3.043 0.723
18 F -3.173 -3.317 0.714
19 C -1.224 -2.783 -0.479
20 N 2.246 1.223 -0.310
21 C 1.041 1.967 -0.193
22 C 0.976 3.292 -0.598
23 C -0.209 3.998 -0.449
24 C -1.331 3.380 0.075
25 C -1.246 2.059 0.474
26 S -2.715 1.218 1.062
27 O -2.365 -0.151 1.336
28 O -3.331 1.981 2.106
29 N -3.651 1.386 -0.322
30 C -5.093 1.472 -0.120
31 C -5.706 0.176 -0.686
32 C -4.493 -0.697 -1.020
33 C -3.405 0.339 -1.297
34 C -0.072 1.351 0.370
35 H 5.754 2.035 1.538
36 H 7.615 0.389 1.646
37 H 7.365 -1.814 0.573
38 H 5.277 -2.388 -0.627
39 H 1.885 -2.503 -1.772
40 H 0.313 -2.571 -2.636
41 H 1.910 -2.385 0.710
42 H 0.745 -2.815 2.834
43 H -1.704 -3.245 2.842
44 H -1.798 -2.767 -1.393
45 H 1.848 3.767 -1.017
46 H -0.252 5.032 -0.755
47 H -2.269 3.898 0.186
48 H -5.278 1.604 0.946
49 H -5.464 2.355 -0.648
50 H -6.276 0.397 -1.589
51 H -6.368 -0.305 0.031
52 H -4.205 -1.286 -0.152
53 H -4.672 -1.360 -1.864
54 H -2.394 -0.044 -1.166
55 H -3.504 0.768 -2.300
56 H -0.045 0.330 0.722

Calculated values
SMILES string = O=c1c2ccccc2nc(SCc2cccc(F)c2)n1-c1cccc(S(=O)(=O)N2CCCC2)c1
E = -2252.1309 hartree
LUMO level = 0.200 eV
Orbital gap = 8.74 eV